43
Properties=species:S:1:pos:R:3:forces:R:3:nbo_charge:R:1 method="wB97M-V/def2-TZVPD" mol_weight_g_mol=253.22 charge=+1 gap_ev=10.155 lumo_ev=-2.99 e_above_lowest_kj_mol=441.25 total_energy_ev=-29128.0464
O 3.832270 1.214699 2.165971 -1.924 0.919 -2.513 -0.984
O 4.588778 -1.668621 2.006068 -0.061 -0.617 0.018 -0.922
O 2.032733 0.720269 -1.382261 -2.055 0.662 1.579 -0.813
O -0.251916 -3.687737 -3.052286 0.480 1.612 0.976 -1.007
O -1.226631 -4.618351 0.644400 -0.174 -0.362 -1.219 -0.947
O 0.405002 -0.772158 -2.429927 -0.163 0.383 -0.155 -0.966
O 0.369949 3.917747 -2.822638 0.405 0.439 0.790 -0.957
O -4.096039 0.923702 -1.910543 -0.754 -0.707 -0.514 -0.929
O -1.946235 4.048267 2.629554 -0.199 -0.931 -0.384 -0.921
O -3.691540 0.423261 0.646864 0.672 -0.939 0.117 -0.936
O 0.377278 2.580198 -0.406193 -0.131 0.280 0.391 -1.002
O 1.378759 -1.407582 -0.081181 0.769 2.483 -1.025 -1.008
O 0.123597 -2.293021 2.359509 -0.679 -0.339 -0.176 -0.957
O -1.114332 1.370798 2.094161 -0.062 -0.363 -0.302 -0.986
H -1.320387 2.288128 2.305967 0.238 0.299 0.167 0.477
H -2.573899 3.575466 2.050929 -0.084 0.683 0.246 0.474
H 5.097321 -0.930975 1.675603 0.064 0.145 -0.084 0.461
H 1.357185 1.356390 -1.735132 0.548 -0.075 -0.890 0.541
H -2.953451 0.628486 1.223667 0.169 0.484 0.645 0.476
H -2.069420 -4.925846 0.270690 -0.109 0.238 0.727 0.478
H 1.748159 1.030914 -0.448505 1.134 -0.882 -0.603 0.567
H 1.879222 -1.456491 0.732019 -0.682 -1.409 0.153 0.523
H 0.841393 -2.071006 -0.484836 -0.077 -1.240 0.904 0.516
H 4.686427 1.146996 1.768612 0.900 -0.160 0.851 0.490
H -4.174908 0.024982 -2.259184 0.357 0.152 -0.300 0.452
H -2.064286 3.607424 3.481463 -0.138 0.410 0.180 0.477
H -1.174125 -3.776641 -3.296160 0.332 -1.035 -0.464 0.502
H -0.709111 -1.829827 2.500752 0.137 0.425 0.239 0.465
H -0.566256 1.059945 2.819353 0.094 -0.061 0.036 0.486
H 3.697799 -1.339053 2.136015 0.056 0.210 0.114 0.461
H 0.067204 -1.530721 -2.917011 -0.055 -0.435 -0.040 0.534
H 3.657338 0.994574 3.051926 0.925 -0.531 1.633 0.496
H 0.391943 -4.369800 -3.257473 -0.842 -0.383 -0.492 0.512
H -0.308023 2.668370 0.267680 0.033 -0.664 0.209 0.504
H -4.978052 0.979813 -1.508674 0.404 0.554 0.229 0.479
H -0.669964 -4.861848 -0.114968 0.364 0.220 0.517 0.472
H 1.256429 4.042829 -3.167806 -0.012 0.032 -0.367 0.481
H -0.094790 3.316764 -3.390173 -0.258 -0.324 -0.605 0.481
H -3.281280 -0.332930 0.187917 -0.693 0.438 -0.125 0.456
H 1.547899 -0.244805 -1.504265 0.795 0.993 0.284 0.580
H -0.324124 -0.206340 -2.152940 -0.389 -0.298 -0.200 0.496
H 0.497440 3.504541 -0.661743 0.206 -0.112 -0.576 0.511
H -0.245357 -3.100798 1.964794 0.461 -0.196 0.027 0.490


43
Properties=species:S:1:pos:R:3:forces:R:3:nbo_charge:R:1 method="wB97M-V/def2-TZVPD" mol_weight_g_mol=253.22 charge=+2 gap_ev="9.667 / 2.380" spin_multiplicity=2 lumo_ev="-6.35 / -13.63" e_above_lowest_kj_mol=144.85 total_energy_ev=-29115.2296
O 4.733046 0.678710 -1.284046 0.122 -0.158 0.917 -0.957
O 0.173358 -1.161614 -0.395653 -1.435 -0.964 -0.663 -0.812
O -4.371473 -1.577645 2.302584 0.744 0.455 -0.556 -0.943
O -3.613873 0.910941 -1.949427 1.008 -0.282 0.362 -0.929
O -1.512410 3.613302 -2.541343 -0.111 -0.489 0.679 -0.974
O -1.214582 4.606968 1.561550 -0.047 -0.396 -0.186 -0.932
O -2.273345 -1.501800 -0.504198 0.801 0.331 0.444 -0.690
O -1.205631 -0.669888 1.463960 -0.525 -0.471 0.853 -0.545
O 2.545184 -1.018255 -0.409085 0.366 0.228 0.611 -0.995
O 3.904373 -0.133063 2.088703 -0.388 -0.065 -0.265 -1.000
O -1.012840 0.870721 -3.837672 0.527 -0.134 -0.682 -0.962
O 2.318256 -1.410629 4.015178 1.308 -2.022 -0.429 -0.929
O -0.466387 -3.884657 -0.965290 -0.778 -1.384 -1.422 -0.967
O 1.082056 1.036802 0.976536 -0.926 -0.482 -0.239 -0.986
H -2.024561 4.478524 2.062031 -0.066 0.176 0.197 0.470
H -1.493048 4.488679 0.647091 0.109 0.173 -0.046 0.464
H -3.072319 1.710294 -1.812658 -0.249 0.087 0.114 0.501
H -2.813396 -0.740989 -0.800896 -1.076 0.416 -0.222 0.573
H 1.439165 1.500628 0.208781 0.322 0.314 0.314 0.518
H 4.285149 0.491172 -2.102616 -0.134 0.174 -0.502 0.478
H -0.847045 -3.910351 -1.867373 0.117 1.317 0.124 0.480
H -0.789865 0.223062 1.363063 -0.104 0.437 0.145 0.550
H 4.733337 -0.617710 2.013652 0.248 0.336 0.094 0.506
H -3.914155 -2.350642 2.628388 -0.167 -0.528 0.426 0.473
H 3.086451 -1.560662 3.432875 -0.238 1.647 -0.695 0.468
H -0.418247 -4.861903 -1.002358 0.562 0.168 1.371 0.496
H -1.119524 1.062089 -4.781317 -0.589 0.138 0.078 0.487
H -3.247378 0.628865 -2.798320 -0.185 -0.179 -0.292 0.495
H 0.566329 -1.751140 0.268097 0.305 -0.513 -0.428 0.552
H -0.900176 -1.327728 -0.428972 1.980 0.431 -0.203 0.526
H 4.826978 1.629614 -1.187602 0.068 0.063 -0.322 0.483
H 3.963004 0.464110 2.843185 0.367 -0.083 0.051 0.507
H -4.373872 -0.953737 3.034300 -0.348 0.022 0.211 0.487
H 2.907847 -1.892751 -0.527634 0.250 -0.496 -0.344 0.489
H 1.807057 0.761705 1.556637 0.225 0.070 -0.207 0.529
H -2.100242 4.371725 -2.512981 0.070 0.189 -0.391 0.487
H 0.556670 -0.296880 -0.117370 0.133 0.454 -0.066 0.553
H -0.114923 0.515245 -3.893615 -0.008 -0.094 0.532 0.477
H -1.793721 -0.711014 2.252063 -0.218 0.341 -0.166 0.539
H 3.186443 -0.591124 0.181261 0.144 0.154 -0.240 0.511
H -2.695744 -2.262585 -0.074107 -0.656 0.104 -0.052 0.561
H -1.229370 3.460529 -3.445945 -0.139 0.202 -0.079 0.490
H 2.503407 -2.316928 4.340557 -1.389 0.313 1.174 0.473


7
Properties=species:S:1:pos:R:3:forces:R:3:nbo_charge:R:1 method="wB97M-V/def2-TZVPD" mol_weight_g_mol=206.99 smiles="NS(=O)(=O)I" gap_ev=8.943 lumo_ev=-1.41 e_above_lowest_kj_mol=128.80 total_energy_ev=-24551.2495
I -2.083863 1.232619 -0.265854 0.302 0.287 -0.284 -0.062
S 0.113550 0.188939 -0.612971 4.596 4.983 0.649 1.998
O 1.400437 1.252194 -0.403510 -5.906 -4.298 -1.014 -0.857
O -0.017435 -0.614914 -1.761374 -0.057 -0.535 -1.100 -0.871
N 0.222307 -0.645897 0.713095 0.526 -0.845 1.201 -1.098
H -0.370368 -1.430046 1.046936 0.564 1.209 -0.530 0.445
H 0.735373 0.017105 1.283678 -0.025 -0.801 1.078 0.446


5
Properties=species:S:1:pos:R:3:forces:R:3:nbo_charge:R:1 method="wB97M-V/def2-TZVPD" mol_weight_g_mol=174.99 gap_ev=8.110 lumo_ev=-0.95 e_above_lowest_kj_mol=407.14 total_energy_ev=-20454.0544
I 1.884689 0.253988 -0.396246 3.618 -1.698 -1.100 -0.061
S -1.250900 -0.923093 -0.194281 -0.703 -5.332 6.128 0.871
N -0.934526 0.225739 -0.887149 0.431 5.985 -4.658 -0.769
H 0.818260 1.121179 0.160040 -2.220 1.950 1.254 0.096
H -0.517522 -0.677813 1.317636 -1.126 -0.905 -1.625 -0.138


5
Properties=species:S:1:pos:R:3:forces:R:3:nbo_charge:R:1 method="wB97M-V/def2-TZVPD" mol_weight_g_mol=175.89 gap_ev="6.768 / 6.721" lumo_ev="-1.53 / -1.55" e_above_lowest_kj_mol=231.91 total_energy_ev=-19467.2701
I 3.860046 0.987144 1.143909 -0.475 -0.502 0.198 -0.102
P 2.270393 -0.712721 1.803960 0.468 0.503 -0.203 0.098
O -0.944538 -0.134647 0.371037 1.353 -1.298 -2.535 -0.974
H -1.482033 -0.424329 1.069014 -0.912 0.625 1.612 0.487
H -0.637201 0.753768 0.265200 -0.434 0.672 0.928 0.492


5
Properties=species:S:1:pos:R:3:forces:R:3:nbo_charge:R:1 method="wB97M-V/def2-TZVPD" mol_weight_g_mol=148.83 gap_ev="7.805 / 5.110" spin_multiplicity=2 lumo_ev="-0.72 / -2.61" total_energy_ev=-9296.7263
In 0.197313 1.647957 -1.220530 -0.967 -1.555 0.965 0.867
O -1.576457 -0.286686 0.004746 0.962 1.341 -0.492 -1.183
O 1.823392 -0.544226 -0.171709 -0.398 0.252 0.087 -0.547
H -2.176187 0.111155 0.665492 0.526 -0.139 -0.347 0.423
H 1.731939 -0.928200 0.722001 -0.124 0.101 -0.213 0.440